[1]
The following is a DFT calculation (ωB97M-V with the def2-TZVPD basis set) of a 9-piece molecular cluster, C17H52O9 overall.

Geometry as XYZ:
```
78
Properties=species:S:1:pos:R:3
C -3.596 2.082 -0.997
C -4.803 1.900 -0.029
C -6.096 2.537 -0.649
O -4.961 0.659 0.532
H -2.638 1.995 -0.485
H -3.515 2.991 -1.592
H -3.750 1.298 -1.739
H -4.655 2.487 0.877
H -6.586 1.942 -1.419
H -5.990 3.454 -1.228
H -6.809 2.762 0.145
H -5.868 0.487 0.795
C 3.687 -2.239 0.756
C 2.360 -3.063 0.903
C 2.753 -4.547 1.030
O 1.721 -2.495 1.988
H 4.394 -2.345 1.580
H 3.501 -1.171 0.643
H 4.131 -2.469 -0.213
H 1.752 -2.943 0.007
H 3.331 -4.963 0.205
H 1.882 -5.194 1.136
H 3.270 -4.652 1.984
H 0.945 -1.978 1.762
C 4.814 2.431 -1.701
C 4.606 1.254 -0.830
C 5.629 1.133 0.297
O 3.320 1.424 -0.164
H 4.888 3.365 -1.144
H 4.028 2.346 -2.452
H 5.741 2.244 -2.242
H 4.525 0.386 -1.484
H 6.659 1.112 -0.061
H 5.594 0.290 0.987
H 5.673 1.975 0.988
H 3.262 1.983 0.614
C -1.957 -0.764 -4.267
C -0.453 -0.500 -4.386
C 0.244 -0.035 -3.149
O 0.162 -1.538 -4.874
H -2.376 -1.306 -5.114
H -2.468 0.194 -4.161
H -2.180 -1.301 -3.345
H -0.373 0.274 -5.149
H 1.234 0.405 -3.263
H 0.317 -0.826 -2.403
H -0.411 0.709 -2.696
H -0.282 -2.310 -4.516
C 1.107 4.461 -0.646
O 1.230 3.652 -1.750
H 0.860 3.960 0.290
H 2.120 4.797 -0.425
H 0.336 5.229 -0.700
H 1.753 2.900 -1.464
C -1.184 -4.522 1.698
O -2.081 -5.101 2.624
H -1.567 -3.512 1.550
H -0.181 -4.490 2.123
H -1.033 -4.982 0.722
H -2.930 -4.961 2.199
C -0.515 1.681 3.666
O 0.865 1.344 3.491
H -0.988 1.008 4.380
H -0.713 2.629 4.165
H -1.115 1.587 2.760
H 0.909 0.387 3.562
C 0.085 0.084 0.249
O -0.186 -0.764 1.433
H -0.776 -0.034 -0.410
H -0.089 1.153 0.367
H 1.059 -0.126 -0.193
H -1.132 -0.811 1.588
C -3.436 -0.989 3.206
O -2.802 -0.641 2.022
H -2.790 -1.133 4.072
H -4.167 -0.254 3.545
H -3.914 -1.926 2.920
H -3.383 -0.105 1.478
```

Its multiplicity is 2. For the energy relative to the best compared isomer or geometry (same formula, charge and spin), the calculation gives 39.7 kcal/mol. The calculation puts the highest occupied orbital energy (spin up / spin down) at -0.44034 / -0.44034 Eh. The charge is +1. The strongest force on any atom comes out at 5.854 eV/Å. The calculation puts the total energy at -1355.54433 a.u. The expectation value of S² is 0.754.


[2]
The following is a DFT calculation (ωB97M-V with the def2-TZVPD basis set) of a 11-piece molecular cluster, C17H53O13 overall.

Geometry as XYZ:
```
83
Properties=species:S:1:pos:R:3
C -0.704 0.273 -0.507
O 0.077 1.033 -1.092
O -0.198 -0.460 0.469
O -1.931 0.163 -0.794
H 0.827 -0.324 0.689
C -1.739 2.792 1.620
O -0.357 2.870 1.444
H -2.002 3.247 2.601
H -2.037 1.748 1.527
H -2.167 3.474 0.775
H -0.059 2.246 0.732
C -1.775 -3.382 -0.619
O -1.875 -2.495 -1.739
H -2.170 -2.993 0.299
H -0.771 -3.578 -0.372
H -2.282 -4.451 -0.678
H -1.836 -1.630 -1.385
C -4.886 0.773 0.217
O -4.504 -0.567 -0.162
H -5.946 0.775 0.059
H -4.664 1.480 -0.572
H -4.411 1.073 1.093
H -3.535 -0.377 -0.457
C -3.267 -1.732 3.096
O -2.410 -0.701 2.826
H -3.879 -1.637 3.937
H -2.560 -2.641 3.251
H -4.005 -1.734 2.027
H -2.083 -0.497 1.960
C -1.162 3.886 -2.543
O -2.181 2.928 -2.092
H -1.578 4.649 -3.200
H -0.463 3.071 -3.109
H -0.594 4.373 -1.702
H -1.796 2.206 -1.651
C 1.654 -2.385 -1.864
O 2.439 -2.828 -0.868
H 1.345 -3.189 -2.660
H 1.987 -1.485 -2.404
H 0.887 -2.130 -1.439
H 2.128 -2.707 -0.029
C 2.511 -3.622 2.406
O 1.620 -2.720 1.834
H 3.470 -3.036 3.081
H 3.131 -4.233 1.901
H 1.945 -4.262 3.308
H 1.251 -2.117 2.286
C 0.123 1.556 -6.069
C -0.508 0.731 -4.809
C -1.012 -0.736 -5.128
O 0.593 0.727 -3.907
H 0.448 2.495 -5.707
H -0.853 1.637 -6.781
H 0.981 0.924 -6.608
H -1.247 1.501 -4.610
H -0.097 -1.311 -5.560
H -2.078 -0.796 -5.712
H -1.154 -1.117 -4.061
H 0.146 0.663 -3.162
C -0.251 0.969 4.887
C 0.672 0.326 3.937
C 2.071 0.095 4.496
O 0.118 -0.957 3.664
H -0.481 0.322 5.754
H -1.381 1.124 4.407
H 0.237 1.766 5.400
H 0.611 0.838 2.973
H 2.311 -0.644 5.457
H 2.431 1.186 4.950
H 2.740 0.072 3.514
H -0.796 -0.977 3.591
C 5.093 1.246 -0.866
C 3.633 0.664 -0.525
C 3.523 0.334 0.956
O 2.838 1.807 -0.764
H 5.072 1.653 -1.896
H 6.010 0.597 -0.986
H 5.194 2.175 -0.340
H 3.080 -0.105 -1.124
H 4.188 -0.417 1.419
H 2.506 -0.095 1.054
H 3.884 1.136 1.469
H 1.911 1.470 -0.811
```

For the energy relative to the best compared isomer or geometry (same formula, charge and spin), the calculation gives 0.0 kcal/mol. The calculation puts the highest occupied orbital energy at -0.25879 Eh. The charge is -1. The strongest force on any atom comes out at 11.923 eV/Å. The calculation puts the total energy at -1657.30545 a.u.


[3]
The following is a DFT calculation (ωB97M-V with the def2-TZVPD basis set) of a 10-piece molecular cluster, C17H54N2O10 overall.

Geometry as XYZ:
```
83
Properties=species:S:1:pos:R:3
N 2.484 -2.363 -3.552
C 1.380 -1.758 -3.323
N 0.701 -1.752 -4.404
O 1.066 -1.198 -2.068
H 3.142 -2.478 -2.744
H 2.702 -2.948 -4.353
H -0.188 -1.225 -4.459
H 0.776 -2.482 -5.056
C -3.312 3.329 1.717
C -4.696 2.780 2.177
O -5.380 2.251 1.038
H -2.768 2.493 1.377
H -2.729 3.745 2.557
H -3.366 4.098 0.959
H -5.248 3.634 2.571
H -4.582 2.031 2.977
H -6.264 1.948 1.331
C 3.146 2.310 -2.160
C 2.511 1.477 -3.228
O 2.617 2.082 -4.527
H 4.227 2.359 -2.140
H 2.903 1.929 -1.186
H 2.836 3.324 -2.349
H 1.460 1.261 -3.074
H 2.999 0.467 -3.262
H 2.492 1.348 -5.116
C 4.183 -1.202 -0.446
C 3.898 -2.675 -0.600
O 4.431 -3.121 -1.847
H 3.538 -0.520 -1.015
H 5.225 -0.953 -0.694
H 3.919 -0.881 0.539
H 2.807 -2.908 -0.572
H 4.475 -3.188 0.213
H 4.602 -4.077 -1.812
C -0.350 -3.530 0.142
C 0.419 -4.745 0.681
O -0.123 -5.244 1.850
H 0.107 -3.123 -0.792
H -0.469 -2.782 0.939
H -1.420 -3.750 -0.155
H 1.448 -4.381 0.881
H 0.473 -5.601 0.082
H 0.323 -6.121 1.861
C 0.621 1.623 1.807
C 1.081 0.560 0.822
O 0.668 0.963 -0.475
H 0.852 1.322 2.755
H -0.453 1.767 1.643
H 1.090 2.592 1.735
H 0.612 -0.402 1.074
H 2.124 0.387 0.695
H 1.084 0.376 -1.106
C -1.474 5.137 -1.202
C -0.536 3.936 -1.171
O -1.151 2.905 -0.436
H -0.984 5.989 -1.525
H -1.814 5.218 -0.164
H -2.415 4.982 -1.798
H 0.317 4.142 -0.562
H -0.197 3.650 -2.176
H -0.533 2.130 -0.467
C -3.775 -0.505 0.347
C -2.422 -0.006 -0.192
O -2.020 -0.945 -1.138
H -3.625 -1.481 0.855
H -4.519 -0.751 -0.445
H -4.272 0.189 1.016
H -1.605 0.235 0.538
H -2.668 0.940 -0.650
H -1.137 -0.750 -1.388
C -2.681 0.348 3.740
O -3.627 -0.384 4.506
H -2.775 1.390 4.109
H -2.913 0.433 2.692
H -1.688 0.045 3.802
H -3.455 -1.289 4.288
C 1.007 -2.022 3.416
O 2.019 -1.917 2.498
H 0.387 -1.172 3.304
H 1.351 -2.019 4.445
H 0.463 -2.934 3.190
H 2.668 -2.540 2.658
```

For the energy relative to the best compared isomer or geometry (same formula, charge and spin), the calculation gives 0.0 kcal/mol. The calculation puts the highest occupied orbital energy at -0.32664 Eh. The charge is 0. The strongest force on any atom comes out at 7.767 eV/Å. The calculation puts the total energy at -1541.83970 a.u. Its structure (SMILES) is NC(N)=O.CCO.CCO.CCO.CCO.CCO.CCO.CCO.CO.CO.


[4]
The following is a DFT calculation (ωB97M-V with the def2-TZVPD basis set) of C17H58F3O15Y as an isolated structure.

Geometry as XYZ:
```
94
Properties=species:S:1:pos:R:3
Y -10.644 -37.326 2.970
C -13.380 -36.150 -3.037
O -12.411 -35.630 -4.011
O -12.723 -35.893 -1.830
C -14.934 -35.784 -3.373
F -15.230 -35.541 -4.707
F -15.707 -36.737 -2.935
F -15.215 -34.690 -2.689
C -12.392 -36.322 -5.240
C -11.250 -35.917 -6.091
H -11.410 -34.911 -6.481
H -10.323 -36.018 -5.525
H -11.024 -36.490 -6.989
H -13.222 -36.105 -5.912
H -12.422 -37.412 -5.224
H -13.421 -37.239 -3.075
C -4.337 -33.089 -12.339
O -4.711 -34.047 -11.423
H -4.425 -33.399 -13.380
H -4.903 -32.166 -12.212
H -3.276 -32.864 -12.233
H -5.513 -33.780 -10.968
C -11.492 -33.394 -13.301
O -11.501 -32.114 -12.778
H -11.808 -33.965 -12.428
H -12.130 -33.625 -14.154
H -10.467 -33.656 -13.560
H -12.360 -31.843 -12.446
C -15.107 -31.156 3.098
O -16.144 -32.130 2.918
H -15.672 -30.262 3.365
H -14.498 -31.329 3.985
H -14.457 -31.050 2.230
H -16.825 -31.829 2.313
C -15.695 -40.229 2.258
O -14.416 -40.213 2.730
H -16.425 -40.673 2.934
H -15.980 -39.180 2.179
H -15.648 -40.771 1.313
H -14.268 -41.134 2.957
C -2.620 -34.633 -6.039
O -2.159 -35.273 -4.888
H -3.326 -35.334 -6.485
H -3.142 -33.677 -5.985
H -1.900 -34.504 -6.847
H -2.070 -36.222 -5.004
C -13.297 -30.003 -3.609
O -11.957 -30.452 -3.427
H -14.211 -30.455 -3.225
H -13.187 -28.978 -3.256
H -13.431 -29.820 -4.675
H -12.030 -31.338 -3.790
C -21.909 -34.585 0.285
O -22.335 -33.303 -0.020
H -22.625 -34.969 1.011
H -21.855 -35.139 -0.653
H -20.909 -34.511 0.713
H -23.259 -33.294 -0.280
C -7.269 -35.218 -0.867
O -7.183 -35.821 0.367
H -7.800 -34.272 -0.761
H -6.289 -35.095 -1.327
H -7.744 -35.842 -1.625
H -6.316 -35.522 0.653
C -22.576 -34.097 -6.457
O -23.510 -35.015 -6.136
H -21.609 -34.113 -5.955
H -22.317 -34.199 -7.511
H -22.972 -33.088 -6.339
H -24.108 -34.756 -5.431
C -14.525 -43.758 -4.432
O -14.270 -44.425 -3.216
H -14.732 -42.688 -4.432
H -13.731 -43.876 -5.169
H -15.387 -44.221 -4.911
H -13.411 -44.075 -2.968
C -14.988 -39.286 -10.023
O -15.678 -40.092 -9.091
H -15.556 -38.365 -9.897
H -13.975 -39.034 -9.707
H -15.003 -39.518 -11.088
H -16.561 -40.223 -9.443
C -9.337 -41.859 -3.383
O -9.783 -42.695 -2.407
H -9.957 -40.963 -3.401
H -8.329 -41.532 -3.126
H -9.352 -42.411 -4.323
H -9.548 -42.247 -1.591
C -21.171 -40.384 -4.661
O -22.198 -40.182 -5.649
H -20.237 -39.954 -5.023
H -21.464 -39.836 -3.765
H -21.007 -41.427 -4.390
H -22.526 -39.282 -5.592
```

For the energy relative to the best compared isomer or geometry (same formula, charge and spin), the calculation gives 495.4 kcal/mol. The calculation puts the highest occupied orbital energy at -0.47171 Eh. The charge is +2. The strongest force on any atom comes out at 6.136 eV/Å. The calculation puts the total energy at -2147.66437 a.u.


[5]
The following is a DFT calculation (ωB97M-V with the def2-TZVPD basis set) of C17H59AsF6N13O11 as an isolated structure.

Geometry as XYZ:
```
107
Properties=species:S:1:pos:R:3
As -0.737 0.458 -0.945
F -0.907 -1.300 -0.818
F 0.158 0.315 -2.516
F -0.762 2.215 -1.009
F -1.627 0.581 0.626
F 0.864 0.417 -0.086
F -2.340 0.555 -1.859
C -0.937 6.285 -1.366
O -0.248 7.234 -1.646
N -1.797 6.156 -0.455
N -1.245 5.346 -2.174
H -2.468 5.406 -0.375
H -1.869 6.968 0.141
H -1.718 4.575 -1.725
H -0.799 5.297 -3.079
C -3.923 -1.302 -4.285
O -4.233 -1.727 -5.387
N -4.134 -0.154 -3.816
N -3.271 -1.983 -3.401
H -4.707 0.460 -4.377
H -3.915 0.148 -2.877
H -2.885 -2.784 -3.881
H -2.721 -1.502 -2.704
C 4.515 0.770 1.927
O 4.845 -0.342 1.626
N 3.429 1.321 1.637
N 5.315 1.484 2.653
H 3.260 2.281 1.905
H 2.910 0.869 0.898
H 4.885 2.269 3.120
H 6.054 1.003 3.146
C 2.571 -3.100 0.125
O 1.501 -3.549 -0.003
N 3.751 -3.678 -0.027
N 2.644 -1.873 0.558
H 3.683 -4.648 -0.301
H 4.598 -3.135 -0.112
H 1.748 -1.439 0.729
H 3.435 -1.304 0.823
C 2.163 4.164 -0.587
O 3.382 4.159 -0.438
N 1.560 3.592 -1.612
N 1.311 4.574 0.325
H 2.055 3.177 -2.389
H 0.666 3.188 -1.372
H 1.609 5.028 1.176
H 0.354 4.687 0.022
C 4.004 -0.209 -2.057
C 4.428 0.333 -3.461
C 5.495 -0.610 -4.111
O 6.688 -0.597 -3.338
C 7.522 -1.646 -3.709
N 3.196 0.524 -4.205
H 3.701 -1.254 -2.001
H 3.159 0.344 -1.645
H 4.772 -0.076 -1.294
H 4.936 1.255 -3.179
H 5.852 -0.409 -5.121
H 4.985 -1.569 -4.201
H 8.451 -1.206 -3.344
H 7.780 -1.763 -4.761
H 7.355 -2.649 -3.316
H 3.249 0.411 -5.207
H 2.590 -0.240 -3.944
C -4.074 -0.557 2.416
C -5.210 0.172 1.648
C -6.451 0.241 2.480
O -7.201 -0.968 2.711
C -7.240 -1.752 1.463
N -4.728 1.418 1.260
H -4.389 -1.563 2.690
H -3.849 -0.004 3.328
H -3.092 -0.531 1.943
H -5.274 -0.419 0.735
H -7.205 0.995 2.254
H -6.243 0.621 3.480
H -7.523 -1.271 0.527
H -7.978 -2.550 1.543
H -6.268 -2.153 1.176
H -5.359 1.663 0.510
H -3.789 1.364 0.891
C -0.284 -1.556 6.162
C -0.062 -2.988 5.753
C 0.004 -3.197 4.237
O -1.262 -2.974 3.669
C -1.166 -3.074 2.239
N 1.129 -3.386 6.385
H -1.295 -1.165 6.046
H 0.319 -0.886 5.549
H -0.019 -1.502 7.218
H -0.829 -3.651 6.155
H 0.256 -4.234 4.015
H 0.787 -2.609 3.758
H -2.156 -2.945 1.801
H -0.758 -3.989 1.810
H -0.525 -2.262 1.895
H 1.382 -4.364 6.401
H 1.873 -3.063 5.783
O -1.329 -4.139 -1.107
H -0.986 -4.284 -0.226
H -0.625 -3.684 -1.568
O -3.174 3.856 -0.230
H -3.085 2.903 -0.257
H -3.835 4.016 0.443
O -0.826 0.947 -5.017
H -1.479 1.376 -4.464
H -0.368 0.348 -4.428
```

Its multiplicity is 2. The calculation puts the highest occupied orbital energy (spin up / spin down) at -0.33120 / -0.33120 Eh. The charge is 0. The strongest force on any atom comes out at 9.121 eV/Å. The calculation puts the total energy at -5057.52765 a.u. The expectation value of S² is 0.767.